Record 1
The following is a quantum chemistry calculation of a cluster of 6 separate species, C3H19NO5 in total in a non-equilibrium geometry, from OMol25.

```
! wB97M-V def2-TZVPD RIJCOSX def2/J DEFGRID3
* xyz 0 1
C 1.68 2.33 1.30
C 1.44 0.96 0.66
C 2.20 0.79 -0.69
N 1.56 -0.20 1.55
H 0.83 2.91 1.66
H 2.40 2.34 2.12
H 2.07 2.93 0.47
H 0.39 0.91 0.39
H 3.25 0.75 -0.40
H 1.87 -0.08 -1.23
H 2.00 1.71 -1.20
H 0.86 -0.22 2.28
H 2.46 -0.21 2.01
O -2.55 -1.25 2.07
H -3.48 -1.50 2.08
H -2.33 -1.90 1.38
O -3.33 -0.69 -0.32
H -4.16 -0.32 -0.61
H -2.65 -0.85 -0.99
O -1.99 1.61 -2.64
H -1.18 1.22 -2.28
H -2.37 2.02 -1.85
O 0.74 -3.43 -0.98
H 0.67 -4.05 -1.71
H 0.73 -4.01 -0.21
O -0.46 -0.37 -1.33
H 0.04 -1.18 -1.13
H -0.70 -0.24 -0.40
*
```

## Properties
Energy above the lowest of the compared OMol25 structures with the same formula, charge and spin ... 0.519 eV
SMILES ... CC(C)N.O.O.O.O.O
Gap between HOMO and LUMO ... 9.6 eV

Record 2
The following is a quantum chemistry calculation of a cluster of 2 separate species, C2H3NOS in total in a non-equilibrium geometry, from OMol25.

```
! wB97M-V def2-TZVPD RIJCOSX def2/J DEFGRID3
* xyz 0 1
O -1.74 1.26 -0.40
C -1.84 0.19 0.05
S -2.11 -1.15 0.77
C 1.30 -0.34 -0.27
N 0.43 0.32 0.30
H 2.37 -0.13 -0.48
H 0.83 -1.32 -0.60
H 0.77 1.17 0.64
*
```

## Properties
Energy above the lowest of the compared OMol25 structures with the same formula, charge and spin ... 0.908 eV
SMILES ... O=C=S.C=N
Gap between HOMO and LUMO ... 10.6 eV

Record 3
The following is a quantum chemistry calculation of a structure of composition C29H29Br2MoN6O3PS2 in a non-equilibrium geometry, from OMol25.

```
! wB97M-V def2-TZVPD RIJCOSX def2/J DEFGRID3
* xyz 1 2
Mo 0.14 -0.34 0.64
C -2.09 0.89 -2.10
N -0.92 1.52 -1.56
C -1.11 2.74 -0.83
C -0.86 2.66 0.65
N -0.31 1.70 1.36
C -0.19 2.22 2.65
C 0.44 1.75 3.80
C 0.37 2.52 4.94
C -0.30 3.75 4.97
C -0.87 4.27 3.83
C -0.77 3.50 2.68
N -1.17 3.74 1.39
C -2.50 -0.32 -1.31
N -1.90 -0.85 -0.26
C -2.65 -1.97 0.08
C -2.54 -2.93 1.08
C -3.46 -3.96 1.12
C -4.50 -4.06 0.20
C -4.66 -3.11 -0.79
C -3.73 -2.08 -0.83
N -3.60 -1.02 -1.68
H -2.95 1.58 -2.12
H -1.91 0.56 -3.13
H -0.17 1.60 -2.23
H -0.43 3.52 -1.22
H -2.14 3.12 -0.96
H 1.01 0.84 3.79
H 0.86 2.18 5.84
H -0.35 4.30 5.90
H -1.37 5.22 3.83
H -1.56 4.60 1.04
H -1.77 -2.87 1.84
H -3.37 -4.70 1.90
H -5.19 -4.88 0.27
H -5.47 -3.16 -1.49
H -4.22 -0.78 -2.44
Br 3.15 1.74 -2.82
C 2.95 -0.10 -2.46
C 3.68 -1.06 -3.15
C 3.43 -2.40 -2.94
Br 4.44 -3.68 -3.91
C 2.43 -2.83 -2.05
C 2.04 -4.17 -1.84
C 0.99 -4.42 -0.99
C 0.36 -3.37 -0.32
N 0.74 -2.10 -0.42
C 1.74 -1.84 -1.30
C 1.99 -0.46 -1.50
O 1.28 0.39 -0.86
H 4.43 -0.76 -3.87
H 2.54 -4.97 -2.36
H 0.64 -5.42 -0.83
H -0.49 -3.58 0.33
C 1.38 -2.08 6.77
C 1.85 -1.24 5.59
O 1.79 -2.06 4.42
P 1.19 -1.76 2.98
S -0.71 -1.10 3.02
S 2.39 -0.55 1.87
O 1.08 -3.23 2.40
C 2.09 -4.23 2.24
C 2.71 -4.68 3.55
H 1.54 -1.52 7.69
H 1.96 -3.00 6.82
H 0.33 -2.32 6.66
H 2.88 -0.92 5.72
H 1.20 -0.37 5.47
H 2.86 -3.87 1.54
H 1.55 -5.06 1.76
H 3.35 -3.90 3.95
H 3.31 -5.58 3.39
H 1.92 -4.91 4.26
*
```

## Properties
Gap between HOMO and LUMO (alpha / beta) ... 6.3 / 6.3 eV
⟨S²⟩ ... 0.76

Record 4
The following is a quantum chemistry calculation of a structure of composition C13H44AsF6N6O9 in a non-equilibrium geometry, from OMol25.

```
! wB97M-V def2-TZVPD RIJCOSX def2/J DEFGRID3
* xyz -1 1
As 0.84 3.24 -0.11
F 0.87 4.88 0.44
F 2.12 2.77 1.02
F 0.88 1.56 -0.61
F -0.46 3.60 -1.21
F 2.06 3.57 -1.32
F -0.26 2.85 1.21
C 2.73 5.06 2.94
O 3.76 4.08 3.09
H 2.82 5.74 2.09
H 1.77 4.54 2.92
H 2.73 5.58 3.90
H 3.61 3.44 2.38
C -2.14 5.34 1.10
O -3.20 6.15 0.56
H -1.43 5.90 1.70
H -2.53 4.47 1.63
H -1.60 4.92 0.26
H -4.00 5.63 0.59
C 0.47 -1.33 -2.02
O 0.55 -1.34 -0.59
H 0.54 -2.36 -2.38
H -0.50 -0.91 -2.29
H 1.23 -0.72 -2.49
H 0.97 -0.50 -0.37
C -2.50 0.50 0.03
O -1.93 -0.47 0.88
H -3.38 0.96 0.51
H -1.84 1.37 0.06
H -2.76 0.27 -1.00
H -1.30 -0.04 1.46
C 4.50 1.01 -2.67
O 3.38 0.54 -2.82
N 4.67 2.22 -2.05
N 5.67 0.43 -3.03
H 3.83 2.67 -1.71
H 5.49 2.43 -1.50
H 6.56 0.85 -2.86
H 5.66 -0.37 -3.64
C 5.16 0.67 1.22
O 5.15 1.42 2.19
N 4.05 0.22 0.57
N 6.33 0.15 0.72
H 4.17 -0.34 -0.25
H 3.11 0.52 0.78
H 6.45 -0.16 -0.23
H 7.14 0.44 1.24
C 0.82 1.16 -5.04
O 0.00 1.51 -5.90
N 1.98 0.50 -5.34
N 0.83 1.68 -3.77
H 2.64 0.31 -4.60
H 2.12 0.15 -6.26
H 0.13 2.32 -3.46
H 1.59 1.41 -3.17
C 0.67 4.76 -4.00
C 1.01 6.10 -3.42
C 2.39 6.66 -3.81
O 0.04 7.05 -3.95
H 1.54 4.10 -3.98
H 0.66 4.87 -5.10
H -0.31 4.34 -3.81
H 0.93 6.11 -2.33
H 2.31 7.43 -4.58
H 3.08 5.88 -4.16
H 2.86 7.20 -2.98
H 0.13 7.00 -4.90
C 2.13 1.10 4.11
C 1.27 0.38 3.09
C 1.19 -1.13 3.19
O -0.06 0.87 3.28
H 2.00 2.18 4.12
H 3.19 0.86 4.02
H 1.79 0.82 5.12
H 1.57 0.49 2.04
H 0.40 -1.57 2.58
H 1.06 -1.39 4.25
H 2.13 -1.60 2.88
H -0.11 1.78 2.97
*
```

## Properties
Energy above the lowest of the compared OMol25 structures with the same formula, charge and spin ... 0.000 eV
Gap between HOMO and LUMO ... 8.8 eV

Record 5
The following is a quantum chemistry calculation of a structure of composition C16H30NOPRu in a non-equilibrium geometry, from OMol25.

```
! wB97M-V def2-TZVPD RIJCOSX def2/J DEFGRID3
* xyz 2 5
C 0.91 1.96 -4.37
C 0.41 2.69 -3.31
C 0.06 2.11 -2.07
C 0.39 0.75 -1.92
C 0.80 -0.03 -3.01
C 1.09 0.59 -4.23
C -0.47 3.03 -1.02
C -1.89 3.02 -0.31
N -2.92 2.03 -0.41
Ru 0.81 -0.36 -0.19
C 0.96 -1.51 -2.84
P -0.14 -1.92 -1.35
H 0.28 3.76 -3.42
H 1.46 -0.02 -5.04
H 1.16 2.46 -5.30
H 1.98 -1.78 -2.54
H 0.65 -2.09 -3.72
H 0.29 3.09 -0.23
H -0.44 4.03 -1.48
H -1.66 3.13 0.76
C 0.31 -3.52 -0.67
C -1.75 -2.27 -2.14
H -2.35 3.96 -0.63
C -3.14 1.33 -1.67
C -3.14 1.20 0.79
H 2.33 -0.89 0.66
H -4.06 1.71 -2.13
H -2.32 1.50 -2.38
H -3.29 0.26 -1.49
H -4.14 1.40 1.19
H -3.10 0.13 0.53
H -2.38 1.43 1.55
H -1.76 -3.17 -2.77
H -2.48 -2.44 -1.34
H -2.11 -1.43 -2.75
H 0.50 -4.28 -1.44
H 1.19 -3.36 -0.04
H -0.54 -3.83 -0.05
H 2.08 -1.50 0.35
C 2.14 1.87 2.54
C 1.02 0.85 2.40
C 0.19 0.98 3.70
O 0.29 1.01 1.23
H 1.73 2.89 2.66
H 2.82 1.85 1.69
H 2.72 1.65 3.44
H 1.44 -0.17 2.34
H -0.17 2.01 3.85
H -0.65 0.29 3.73
H 0.85 0.76 4.54
*
```

## Properties
Energy above the lowest of the compared OMol25 structures with the same formula, charge and spin ... 0.037 eV
Gap between HOMO and LUMO (alpha / beta) ... 8.0 / 6.1 eV
⟨S²⟩ ... 6.03

Record 6
The following is a quantum chemistry calculation of a structure of composition C12H33ClI2P3Pm in a non-equilibrium geometry, from OMol25.

```
! wB97M-V def2-TZVPD RIJCOSX def2/J DEFGRID3
* xyz 2 5
I 0.02 2.64 -1.52
I 0.02 -2.82 -1.34
Pm 0.02 -0.09 -1.59
P -2.36 -0.10 -1.81
C -3.26 -0.03 -0.22
C -3.02 1.29 -2.79
H -4.08 1.09 -3.02
H -4.09 -1.37 -2.92
H -2.44 1.37 -3.71
H -2.46 -1.71 -3.59
H -2.97 0.88 0.31
H -2.93 2.22 -2.23
C -3.03 -1.55 -2.68
H -4.34 -0.04 -0.39
H -2.94 -2.44 -2.05
H -2.98 -0.90 0.38
P 2.39 -0.09 -1.81
C 3.29 -0.01 -0.23
C 3.07 -1.54 -2.67
H 2.46 1.39 -3.71
H 4.10 1.11 -3.03
H 2.95 2.24 -2.23
C 3.05 1.31 -2.79
H 2.50 -1.69 -3.59
H 4.13 -1.36 -2.91
H 4.37 -0.01 -0.39
H 3.02 -0.88 0.38
H 2.97 -2.43 -2.05
H 3.00 0.90 0.30
Cl 0.01 -0.19 -3.99
C 2.30 0.83 3.18
C 1.19 -0.20 3.00
P 0.26 -0.09 1.39
C -0.60 -1.70 1.67
C -1.45 -1.80 2.95
C -0.41 1.62 1.61
C -1.07 1.92 2.96
H 3.10 0.70 2.43
H 2.77 0.69 4.18
H 1.92 1.87 3.13
H 1.67 -1.20 3.06
H 0.51 -0.11 3.86
H -1.29 -1.87 0.85
H 0.14 -2.52 1.65
H -2.22 -1.01 2.96
H -1.96 -2.78 2.95
H -0.84 -1.76 3.87
H 0.40 2.35 1.43
H -1.18 1.78 0.86
H -0.35 1.89 3.80
H -1.48 2.95 2.93
H -1.90 1.22 3.15
*
```

## Properties
Gap between HOMO and LUMO (alpha / beta) ... 4.0 / 4.5 eV
⟨S²⟩ ... 6.35

Record 7
The following is a quantum chemistry calculation of the molecule C4H2Br2F2 in a non-equilibrium geometry, from OMol25.

```
! wB97M-V def2-TZVPD RIJCOSX def2/J DEFGRID3
* xyz 0 1
C -0.86 -0.33 -0.77
C -1.18 0.80 -0.24
C -1.19 1.71 0.69
C 1.67 -0.99 -0.01
F 2.40 -2.06 0.52
F 1.83 -1.19 -1.28
Br 0.45 2.57 1.25
Br -0.58 -1.87 0.32
H -0.49 -0.55 -1.74
H -2.04 1.91 1.25
*
```

## Properties
Energy above the lowest of the compared OMol25 structures with the same formula, charge and spin ... 3.485 eV
Gap between HOMO and LUMO ... 9.4 eV

Record 8
The following is a quantum chemistry calculation of a cluster of 7 separate species, C37H89F6N6O12S2 in total in a non-equilibrium geometry, from OMol25.

```
! wB97M-V def2-TZVPD RIJCOSX def2/J DEFGRID3
* xyz 3 1
C -2.66 1.64 3.90
C -2.37 2.06 5.35
N -2.12 0.85 6.33
C -0.82 0.16 6.02
C -1.93 1.46 7.72
C -0.78 2.38 7.87
C -3.25 -0.11 6.38
C -4.64 0.35 6.92
O -5.11 1.39 6.11
C -6.40 1.94 6.48
H -3.42 0.85 3.80
H -1.74 1.38 3.40
H -3.12 2.49 3.45
H -3.27 2.52 5.76
H -1.51 2.72 5.32
H -1.04 -0.63 5.26
H -0.41 -0.32 6.88
H -0.14 0.89 5.55
H -1.92 0.63 8.44
H -2.85 2.06 7.84
H -0.87 3.32 7.36
H 0.13 1.79 7.72
H -0.69 2.57 8.96
H -2.87 -0.92 6.99
H -3.43 -0.51 5.42
H -4.56 0.72 7.95
H -5.28 -0.53 6.93
H -6.40 2.95 6.24
H -6.42 1.85 7.56
H -7.20 1.39 5.97
C -3.53 -6.29 -2.73
C -3.62 -4.83 -2.36
N -2.69 -4.31 -1.32
C -2.64 -5.20 -0.10
C -1.42 -3.99 -2.10
C -0.19 -3.68 -1.17
C -3.18 -2.87 -0.90
C -4.22 -2.73 0.14
O -5.47 -3.27 -0.29
C -6.64 -2.87 0.37
H -3.78 -6.85 -1.85
H -2.58 -6.54 -3.13
H -4.34 -6.44 -3.42
H -4.58 -4.77 -1.84
H -3.52 -4.11 -3.27
H -2.02 -6.10 -0.28
H -3.68 -5.43 0.13
H -2.15 -4.66 0.70
H -1.58 -3.01 -2.61
H -1.23 -4.75 -2.89
H -0.02 -4.47 -0.41
H -0.23 -2.72 -0.62
H 0.74 -3.68 -1.82
H -3.46 -2.42 -1.84
H -2.31 -2.40 -0.44
H -4.32 -1.66 0.23
H -3.85 -3.15 1.09
H -6.76 -3.54 1.25
H -7.51 -2.99 -0.27
H -6.59 -1.85 0.63
C 3.25 5.99 0.84
C 4.32 4.85 0.85
N 5.74 5.34 0.97
C 6.19 6.30 -0.07
C 6.03 5.99 2.28
C 5.86 5.16 3.53
C 6.61 4.07 0.88
C 6.81 3.45 -0.47
O 5.68 3.54 -1.29
C 6.02 2.99 -2.59
H 3.34 6.83 0.10
H 3.04 6.39 1.83
H 2.36 5.47 0.52
H 4.41 4.28 -0.04
H 4.10 4.22 1.68
H 6.08 5.75 -1.03
H 7.25 6.62 0.11
H 5.55 7.21 0.01
H 5.49 6.89 2.36
H 7.03 6.36 2.10
H 6.09 5.82 4.38
H 6.57 4.34 3.63
H 4.89 4.72 3.60
H 6.23 3.35 1.63
H 7.65 4.37 1.22
H 7.01 2.42 -0.26
H 7.63 3.99 -1.01
H 6.72 3.62 -3.15
H 5.08 2.79 -3.09
H 6.38 1.99 -2.36
C 4.83 -3.74 -2.46
N 5.00 -2.75 -3.59
C 4.33 -1.46 -3.25
C 6.50 -2.52 -3.66
C 4.61 -3.31 -4.94
C 3.16 -3.59 -5.20
O 2.52 -4.39 -4.21
H 5.24 -4.62 -2.82
H 3.81 -3.71 -2.20
H 5.40 -3.29 -1.65
H 3.26 -1.46 -3.10
H 4.37 -0.78 -4.06
H 4.74 -1.08 -2.28
H 6.70 -1.96 -2.75
H 6.77 -1.96 -4.58
H 6.94 -3.51 -3.63
H 5.18 -4.25 -5.05
H 5.02 -2.66 -5.73
H 3.12 -4.17 -6.09
H 2.53 -2.71 -5.24
H 1.71 -4.83 -4.54
C -5.13 1.43 -5.19
N -6.26 0.52 -5.52
C -6.97 0.08 -4.25
C -7.33 1.18 -6.30
C -5.70 -0.60 -6.41
C -4.58 -1.43 -5.84
O -4.68 -1.73 -4.42
H -4.52 1.75 -6.04
H -4.50 0.88 -4.51
H -5.49 2.33 -4.66
H -7.55 0.89 -3.83
H -6.23 -0.38 -3.59
H -7.62 -0.74 -4.54
H -8.06 0.32 -6.54
H -6.95 1.62 -7.21
H -7.84 1.93 -5.72
H -5.36 -0.14 -7.36
H -6.58 -1.16 -6.68
H -3.67 -0.85 -6.00
H -4.48 -2.28 -6.53
H -4.12 -1.08 -3.92
O -2.63 0.65 -1.06
C -2.58 -0.15 -2.19
O -1.61 -0.97 -2.36
O -3.52 0.05 -2.94
H -1.94 0.29 -0.51
C 5.30 -0.98 0.91
F 6.24 -0.11 1.32
F 5.94 -1.74 -0.03
F 5.04 -1.77 1.93
S 3.83 -0.06 0.27
O 4.56 0.62 -0.81
O 2.86 -1.06 0.02
N 3.56 0.85 1.55
S 2.22 0.90 2.41
O 1.83 2.19 2.74
O 1.15 0.05 2.08
C 3.04 0.24 3.87
F 3.77 -0.86 3.73
F 3.81 1.13 4.48
F 2.05 0.04 4.77
*
```

## Properties
Gap between HOMO and LUMO ... 9.3 eV